DFT (ωB97M-V/def2-TZVPD) results for a cluster of 12 separate species, C55H143N9O20 in total in a non-equilibrium geometry.

CARTESIAN COORDINATES (ANGSTROEM)
C1 -21.444 15.210 -18.087
O1 -21.283 14.713 -19.427
C2 -21.991 15.712 -20.220
C3 -21.882 15.133 -21.648
N1 -22.625 13.858 -21.730
C4 -22.471 13.186 -23.056
C5 -21.025 12.601 -23.444
O2 -20.616 11.573 -22.573
C6 -19.314 11.059 -22.845
H1 -20.706 14.711 -17.459
H2 -22.457 15.091 -17.703
H3 -21.165 16.264 -18.076
H4 -21.594 16.709 -20.032
H5 -23.054 15.802 -19.995
H6 -20.809 15.004 -21.795
H7 -22.205 15.950 -22.292
H8 -22.291 13.230 -21.014
H9 -22.792 13.824 -23.880
H10 -23.105 12.301 -23.116
H11 -20.332 13.432 -23.311
H12 -20.956 12.306 -24.491
H13 -19.180 10.694 -23.863
H14 -19.181 10.250 -22.127
H15 -18.492 11.751 -22.665
C7 -23.759 16.243 -29.698
O3 -24.402 14.976 -29.824
C8 -24.244 14.329 -31.042
C9 -24.835 12.924 -30.961
N2 -26.307 13.021 -30.943
C10 -26.824 11.663 -30.624
C11 -28.403 11.780 -30.606
O4 -28.752 12.479 -29.413
C12 -30.129 12.534 -29.206
H16 -22.671 16.184 -29.704
H17 -24.079 16.735 -28.780
H18 -23.947 16.964 -30.494
H19 -23.166 14.200 -31.136
H20 -24.400 14.862 -31.981
H21 -24.518 12.452 -30.032
H22 -24.474 12.333 -31.803
H23 -26.492 13.567 -30.114
H24 -26.592 11.418 -29.588
H25 -26.507 10.858 -31.286
H26 -28.928 10.826 -30.553
H27 -28.807 12.302 -31.474
H28 -30.583 13.064 -30.044
H29 -30.307 13.119 -28.304
H30 -30.538 11.534 -29.062
C13 -20.676 32.647 -11.668
O5 -19.793 31.527 -11.961
C14 -19.255 31.031 -10.749
C15 -18.212 29.933 -11.140
N3 -18.866 28.823 -11.820
C16 -17.994 27.689 -12.036
C17 -18.832 26.568 -12.680
O6 -19.347 27.107 -13.948
C18 -20.266 26.300 -14.671
H31 -21.442 32.330 -10.961
H32 -21.288 32.960 -12.515
H33 -20.067 33.470 -11.293
H34 -20.004 30.668 -10.046
H35 -18.728 31.831 -10.228
H36 -17.790 29.618 -10.185
H37 -17.437 30.412 -11.739
H38 -19.332 29.079 -12.678
H39 -17.660 27.353 -11.054
H40 -17.099 27.913 -12.617
H41 -19.571 26.253 -11.943
H42 -18.254 25.671 -12.899
H43 -21.141 25.888 -14.166
H44 -19.843 25.463 -15.226
H45 -20.770 26.929 -15.405
C19 -16.632 8.641 -32.538
O7 -17.780 7.775 -32.583
C20 -18.835 8.135 -33.482
C21 -19.775 6.947 -33.766
N4 -20.826 6.926 -32.775
C22 -20.390 6.279 -31.558
C23 -21.527 6.150 -30.555
O8 -22.633 5.619 -31.183
C24 -23.796 5.403 -30.376
H46 -16.837 9.699 -32.377
H47 -16.082 8.530 -33.473
H48 -15.899 8.344 -31.788
H49 -18.514 8.493 -34.460
H50 -19.376 8.989 -33.075
H51 -19.187 6.035 -33.876
H52 -20.155 7.226 -34.749
H53 -21.625 6.402 -33.103
H54 -19.533 6.718 -31.047
H55 -20.264 5.236 -31.849
H56 -21.679 7.178 -30.225
H57 -21.180 5.542 -29.719
H58 -24.374 6.300 -30.152
H59 -23.650 4.946 -29.397
H60 -24.382 4.726 -30.997
C25 -23.930 21.864 -21.074
O9 -25.041 21.875 -20.154
C26 -26.268 21.494 -20.807
C27 -27.513 21.531 -19.824
N5 -27.483 20.353 -18.968
C28 -28.506 20.250 -17.911
C29 -28.238 19.048 -16.986
O10 -26.951 19.005 -16.377
C30 -26.854 19.948 -15.373
H61 -23.039 22.380 -20.714
H62 -24.186 22.358 -22.011
H63 -23.582 20.874 -21.370
H64 -26.216 20.525 -21.302
H65 -26.556 22.115 -21.655
H66 -28.436 21.540 -20.404
H67 -27.389 22.408 -19.188
H68 -26.535 20.170 -18.669
H69 -29.467 20.040 -18.380
H70 -28.527 21.154 -17.301
H71 -28.248 18.110 -17.541
H72 -29.084 18.990 -16.301
H73 -25.781 20.022 -15.195
H74 -27.196 19.546 -14.419
H75 -27.105 20.977 -15.630
C31 -30.393 10.589 -16.156
O11 -29.164 10.056 -15.728
C32 -28.103 11.038 -15.646
C33 -27.178 10.818 -14.394
N6 -28.014 10.752 -13.180
C34 -28.475 12.012 -12.674
C35 -29.468 11.890 -11.425
O12 -30.778 11.402 -11.761
C36 -31.572 12.191 -12.617
H76 -30.129 10.949 -17.151
H77 -30.774 11.482 -15.661
H78 -31.262 9.933 -16.185
H79 -28.535 12.038 -15.687
H80 -27.486 10.920 -16.536
H81 -26.423 11.601 -14.318
H82 -26.689 9.871 -14.623
H83 -28.885 10.340 -13.484
H84 -28.809 12.666 -13.480
H85 -27.569 12.531 -12.362
H86 -29.509 12.874 -10.957
H87 -29.018 11.168 -10.743
H88 -32.498 11.647 -12.802
H89 -31.114 12.441 -13.574
H90 -31.780 13.147 -12.137
C37 -7.260 13.049 -33.384
O13 -7.685 13.383 -32.037
C38 -7.199 12.313 -31.264
C39 -7.574 12.519 -29.810
N7 -9.003 12.291 -29.557
C40 -9.401 12.461 -28.140
C41 -10.887 12.596 -28.036
O14 -11.235 13.981 -28.321
C42 -12.684 14.076 -28.347
H91 -7.481 12.080 -33.832
H92 -6.172 13.108 -33.417
H93 -7.652 13.822 -34.045
H94 -6.109 12.305 -31.290
H95 -7.418 11.326 -31.672
H96 -7.335 13.556 -29.571
H97 -6.995 11.801 -29.230
H98 -9.492 12.928 -30.169
H99 -8.914 13.340 -27.719
H100 -9.138 11.539 -27.621
H101 -11.189 12.326 -27.025
H102 -11.490 11.891 -28.610
H103 -13.108 13.271 -28.947
H104 -12.977 14.991 -28.861
H105 -13.170 14.144 -27.374
C43 -8.408 7.989 -15.967
O15 -8.424 9.350 -16.416
C44 -7.788 9.448 -17.711
C45 -8.278 10.763 -18.309
N8 -9.715 10.745 -18.451
C46 -10.159 12.097 -18.676
C47 -11.721 12.150 -18.821
O16 -12.014 13.442 -19.446
C48 -13.416 13.560 -19.521
H106 -8.898 7.819 -15.009
H107 -7.403 7.760 -15.612
H108 -8.768 7.162 -16.579
H109 -8.157 8.744 -18.457
H110 -6.707 9.503 -17.588
H111 -7.778 10.870 -19.271
H112 -7.978 11.642 -17.738
H113 -10.068 10.382 -17.577
H114 -9.767 12.444 -19.632
H115 -9.789 12.858 -17.990
H116 -12.262 12.032 -17.882
H117 -12.089 11.398 -19.518
H118 -13.677 14.455 -20.086
H119 -13.802 13.608 -18.503
H120 -13.863 12.715 -20.045
C49 -27.574 6.940 -22.959
C50 -27.087 5.566 -22.483
C51 -25.630 5.525 -22.114
O17 -25.166 4.202 -21.766
C52 -23.862 4.215 -21.087
N9 -27.945 5.313 -21.279
H121 -28.595 6.791 -23.312
H122 -27.033 7.319 -23.827
H123 -27.530 7.698 -22.177
H124 -27.315 4.827 -23.252
H125 -25.535 6.132 -21.214
H126 -24.994 5.966 -22.882
H127 -23.861 4.522 -20.041
H128 -23.182 4.882 -21.617
H129 -23.318 3.271 -21.056
H130 -27.890 6.085 -20.631
H131 -27.518 4.546 -20.780
C53 -29.232 14.990 -22.654
O18 -30.203 15.769 -21.949
H132 -28.557 14.464 -21.979
H133 -29.717 14.306 -23.351
H134 -28.612 15.643 -23.269
H135 -29.651 16.410 -21.495
C54 -19.597 9.350 -17.729
O19 -20.717 8.967 -18.525
H136 -19.945 9.445 -16.701
H137 -18.820 8.588 -17.671
H138 -19.081 10.243 -18.081
H139 -20.495 8.977 -19.459
C55 -12.568 6.109 -20.592
O20 -12.294 7.153 -21.540
H140 -13.171 6.430 -19.742
H141 -12.973 5.150 -20.915
H142 -11.606 5.847 -20.153
H143 -11.739 7.837 -21.158

E_tot, Eh: -4178.26779
Largest force on an atom, eV Å⁻¹: 3.0
LUMO, eV: 0.27
HOMO energy, eV: -8.59